(1)
A molecular structure, C18H13LuN2O5STe at a distorted geometry, computed with ωB97M-V/def2-TZVPD.

The energy above the lowest of the compared OMol25 structures with the same formula, charge and spin comes out at 0.000 eV. The value obtained for the frontier orbital gap (spin up / spin down) is 5.6537 / 6.8341 eV. The charge is -1. As for the spin multiplicity: 2.

Cartesian coordinates (Å):
Lu1 -11.66 -9.76 -0.75
O1 -9.36 -11.09 2.59
C1 -10.25 -10.46 1.78
O2 -10.15 -10.64 0.52
C2 -11.31 -9.77 2.37
C3 -11.69 -9.59 3.68
C4 -12.85 -8.92 4.04
C5 -13.71 -8.37 3.04
C6 -13.27 -8.59 1.72
N1 -12.11 -9.19 1.42
C7 -14.07 -8.21 0.47
O3 -15.17 -7.69 0.65
O4 -13.50 -8.55 -0.62
H1 -8.76 -11.59 2.06
H2 -11.06 -10.05 4.43
H3 -13.11 -8.90 5.07
H4 -14.67 -7.88 3.14
O5 -10.21 -9.72 -2.40
N2 -8.99 -9.20 -2.28
C8 -8.06 -9.70 -3.08
C9 -6.74 -9.33 -2.94
C10 -6.40 -8.35 -2.05
C11 -7.35 -7.80 -1.29
C12 -8.71 -8.20 -1.39
S1 -10.00 -7.51 -0.57
H5 -8.49 -10.40 -3.82
H6 -6.07 -9.84 -3.59
H7 -5.38 -7.99 -1.87
H8 -7.06 -7.07 -0.55
Te1 -12.78 -12.37 -1.64
C13 -14.72 -11.43 -1.68
C14 -15.35 -11.07 -0.48
C15 -16.61 -10.52 -0.54
C16 -17.23 -10.32 -1.76
C17 -16.59 -10.63 -2.96
C18 -15.32 -11.19 -2.90
H9 -14.84 -11.21 0.42
H10 -17.12 -10.22 0.34
H11 -18.22 -9.95 -1.73
H12 -17.07 -10.27 -3.88
H13 -14.79 -11.47 -3.81



(2)
A molecular structure, C18H13N5O11RhS2, computed with ωB97M-V/def2-TZVPD.

The energy above the lowest of the compared OMol25 structures with the same formula, charge and spin comes out at 0.062 eV. The value obtained for the frontier orbital gap (spin up / spin down) is 7.0070 / 7.3679 eV. The charge is -1. As for the spin multiplicity: 5.

Cartesian coordinates (Å):
Rh1 0.75 -1.52 -1.34
O1 2.91 -1.63 2.25
C1 1.91 -1.46 1.55
O2 1.62 -2.14 0.51
C2 0.97 -0.33 1.95
C3 0.71 -0.17 3.28
C4 -0.13 0.86 3.72
C5 -0.65 1.77 2.84
C6 -0.34 1.66 1.49
C7 0.43 0.57 0.96
O3 0.63 0.43 -0.29
N1 -0.86 2.70 0.63
O4 -0.29 2.93 -0.43
O5 -1.86 3.31 0.99
N2 -0.42 1.01 5.13
O6 0.08 0.20 5.91
O7 -1.13 1.93 5.49
H1 1.17 -0.83 3.99
H2 -1.27 2.59 3.18
O8 -2.16 -4.35 0.14
C8 -1.60 -3.42 -0.35
O9 -1.30 -2.25 -0.23
C9 -0.96 -3.88 -2.18
O10 -1.89 -4.25 -2.85
O11 0.23 -3.64 -2.23
S1 -0.49 -0.46 -3.33
C10 -1.98 -0.40 -2.51
N3 -2.84 -1.45 -2.59
C11 -3.98 -1.57 -1.87
C12 -4.37 -0.56 -1.04
C13 -3.55 0.58 -0.96
C14 -2.39 0.67 -1.68
H3 -2.53 -2.25 -3.13
H4 -4.51 -2.50 -1.98
H5 -5.27 -0.66 -0.46
H6 -3.83 1.40 -0.31
H7 -1.73 1.52 -1.61
C15 2.35 2.10 -2.38
N4 3.10 1.46 -1.31
C16 3.43 2.04 -0.10
C17 3.90 1.06 0.70
N5 3.87 -0.10 -0.05
C18 3.35 0.14 -1.26
S2 2.98 -1.02 -2.46
H8 2.32 3.17 -2.18
H9 1.34 1.70 -2.39
H10 2.83 1.91 -3.34
H11 3.27 3.09 0.08
H12 4.23 1.07 1.72
H13 3.99 -1.03 0.34



(3)
A molecular structure, C18H14CdF5IN2O at a distorted geometry, computed with ωB97M-V/def2-TZVPD.

The energy above the lowest of the compared OMol25 structures with the same formula, charge and spin comes out at 2.399 eV. The value obtained for the frontier orbital gap is 5.4037 eV.

Cartesian coordinates (Å):
C1 -2.07 0.74 2.78
C2 -3.21 0.19 0.83
H1 -1.90 0.11 3.69
H2 -3.19 1.20 2.83
H3 -1.40 1.63 2.86
H4 -3.61 -0.74 0.37
H5 -4.02 0.45 1.59
H6 -3.04 0.99 0.12
C3 1.53 -1.96 1.73
C4 2.45 -3.01 1.61
C5 2.49 -3.72 0.41
C6 1.63 -3.36 -0.62
H7 1.42 -1.39 2.66
H8 3.09 -3.23 2.46
H9 3.18 -4.55 0.28
H10 1.61 -3.86 -1.57
N1 0.71 -1.62 0.74
C7 0.74 -2.30 -0.42
C8 -0.18 -1.83 -1.49
N2 -1.23 -1.06 -1.15
C9 -1.92 -0.37 -2.05
C10 -0.68 -1.42 -3.80
C11 -1.67 -0.54 -3.41
H11 -2.67 0.33 -1.67
H12 -2.27 0.03 -4.08
C12 0.09 -2.07 -2.84
H13 0.91 -2.72 -3.07
H14 -0.48 -1.61 -4.86
Cd1 -1.41 -0.49 1.20
I1 -2.10 -2.85 2.48
F1 3.43 5.11 0.37
C13 2.44 4.20 0.29
C14 2.16 3.37 1.38
F2 2.86 3.52 2.53
C15 1.18 2.41 1.28
F3 1.00 1.53 2.31
C16 0.38 2.28 0.11
O1 -0.55 1.41 -0.01
C17 0.68 3.16 -0.97
F4 -0.04 3.05 -2.10
C18 1.69 4.09 -0.89
F5 1.98 4.89 -1.94



(4)
C18H14Cl3N5O3S in the gas phase at a distorted geometry, computed with ωB97M-V/def2-TZVPD.

The SMILES is CNC(=O)c1nc(-c2ccc(Cl)c(S(=O)(=O)Nc3cccc(Cl)c3Cl)c2)cnc1N. The value obtained for the frontier orbital gap is 7.8285 eV.

Cartesian coordinates (Å):
C1 -2.62 -3.70 -2.62
N1 -2.81 -2.75 -1.54
C2 -3.75 -1.80 -1.47
O1 -4.69 -1.78 -2.31
C3 -3.70 -0.77 -0.41
N2 -2.58 -0.79 0.27
C4 -2.36 0.29 1.14
C5 -1.16 0.34 1.94
C6 -1.04 1.21 3.02
C7 0.24 1.34 3.56
C8 1.39 0.85 2.94
Cl1 3.05 1.23 3.57
C9 1.23 -0.03 1.89
S1 2.58 -1.00 1.16
O2 2.17 -1.67 -0.13
O3 3.05 -2.08 2.06
N3 3.87 0.12 0.94
C10 4.11 0.67 -0.28
C11 4.80 -0.10 -1.24
C12 5.18 0.68 -2.37
C13 5.05 2.04 -2.36
C14 4.37 2.81 -1.39
Cl2 3.94 4.37 -1.72
C15 3.86 2.01 -0.34
Cl3 2.73 2.78 0.66
C16 -0.02 -0.31 1.43
C17 -3.35 1.30 1.16
N4 -4.49 1.33 0.55
C18 -4.74 0.26 -0.29
N5 -6.05 0.21 -0.77
H1 -2.14 -4.60 -2.16
H2 -3.53 -4.08 -3.09
H3 -1.97 -3.30 -3.42
H4 -2.12 -2.39 -0.93
H5 -1.83 1.62 3.48
H6 0.23 1.86 4.52
H7 3.87 0.69 1.75
H8 4.89 -1.17 -0.94
H9 5.67 0.25 -3.26
H10 5.20 2.46 -3.30
H11 -0.22 -0.96 0.54
H12 -3.31 2.11 1.83
H13 -6.43 -0.60 -1.32
H14 -6.54 1.10 -0.76